Density functional theory data (ωB97M-V/def2-TZVPD) for a 2-piece molecular cluster, C5H11IN overall in a non-equilibrium geometry.

Last column: Löwdin charge in e.
Positions of all 18 atoms, in Å:
C -0.136 0.591 -0.331  0.0800
C 2.113 1.168 0.240  -0.5970
C 2.627 2.503 0.120  -0.2137
C -0.516 -1.313 1.256  -0.0214
C -1.410 -1.183 -1.016  -0.0176
N -0.282 -0.830 -0.119  -0.3292
I 3.325 -0.477 0.307  0.9989
H -0.591 1.144 0.502  0.0391
H 1.867 3.178 -0.276  0.0950
H 3.562 2.585 -0.441  0.0896
H 2.859 2.843 1.139  0.1203
H 0.352 -1.094 1.874  0.0857
H -1.388 -0.814 1.676  0.1110
H -0.688 -2.390 1.256  0.1082
H -2.327 -0.735 -0.633  0.1145
H -1.225 -0.781 -2.014  0.1067
H -1.528 -2.264 -1.074  0.1143
H 0.570 -1.288 -0.478  0.1156

- relative energy (zero: lowest compared OMol25 entry of this formula, charge and spin) (kJ/mol) = 611.01
- lowest unoccupied orbital energy (spin up / spin down) (eV) = -5.2 / -5.2
- orbital gap (spin up / spin down) (eV) = 7.2 / 7.2
- total charge = +1
- largest force on an atom (eV Å⁻¹) = 3.341

=====

Density functional theory data (ωB97M-V/def2-TZVPD) for a 17-piece molecular cluster, C28H88N33O19 overall in a non-equilibrium geometry.

Last column: Löwdin charge in e.
Positions of all 168 atoms, in Å:
C -0.541 -0.524 3.539  -0.0607
C -1.571 0.463 3.013  -0.4190
C -1.746 1.626 3.992  -0.0605
C -2.933 -0.166 2.767  -0.1412
C -2.751 -1.270 1.727  -0.3526
C -3.655 -2.480 1.992  -0.0426
C -3.069 -0.716 0.353  -0.1334
O -2.475 -1.579 -0.645  -0.0546
C -1.419 -1.014 -1.381  -0.4249
C -1.919 -0.210 -2.567  -0.0936
O -0.829 0.299 -3.352  -0.1767
O -0.840 1.710 -3.313  0.0126
C -0.580 -2.282 -1.754  0.0130
C 0.209 -2.420 -0.478  0.0226
N 0.366 -1.317 0.132  0.1739
C -0.299 -0.262 -0.640  -0.0285
H -0.918 -1.128 4.360  0.0969
H 0.299 0.066 3.897  0.0743
H -0.135 -1.200 2.785  0.0400
H -1.241 0.914 2.072  0.1229
H -2.104 1.270 4.952  0.0881
H -0.798 2.149 4.099  0.0806
H -2.466 2.300 3.531  0.0385
H -3.451 -0.490 3.665  0.1319
H -3.566 0.603 2.317  0.1144
H -1.740 -1.655 1.765  0.0977
H -3.755 -3.092 1.100  0.0784
H -3.228 -3.116 2.763  0.0828
H -4.634 -2.172 2.350  0.0780
H -4.149 -0.752 0.224  0.1365
H -2.780 0.326 0.227  0.1240
H -2.498 -0.850 -3.220  0.1235
H -2.503 0.644 -2.241  0.1434
H -0.332 1.961 -2.523  0.1052
H -1.222 -3.159 -1.733  0.1475
H 0.012 -2.222 -2.660  0.1404
H 0.589 -3.351 -0.091  0.1469
H 0.874 -1.123 1.007  0.1382
H 0.464 0.051 -1.351  0.1451
H -0.581 0.660 -0.141  0.1394
C -4.366 4.608 2.339  -0.7041
O -3.620 3.652 2.469  0.0146
N -4.970 5.204 3.404  0.1715
N -4.669 5.147 1.118  0.1568
H -5.593 5.987 3.325  0.1027
H -4.776 4.825 4.313  0.1174
H -4.242 4.730 0.313  0.1029
H -5.281 5.932 0.992  0.0996
C 4.476 -2.920 -0.434  -0.6827
O 5.611 -3.204 -0.109  0.0419
N 3.394 -3.653 0.011  0.1452
N 4.169 -1.872 -1.244  0.1767
H 2.451 -3.446 -0.235  0.0306
H 3.584 -4.439 0.607  0.1066
H 4.930 -1.305 -1.587  0.0695
H 3.235 -1.632 -1.511  0.0804
C -1.417 -2.790 -6.146  -0.6523
O -2.353 -3.288 -6.743  0.0386
N -1.533 -1.639 -5.427  0.1816
N -0.163 -3.353 -6.138  0.1407
H -0.770 -1.217 -4.933  0.0752
H -2.432 -1.193 -5.410  0.1134
H -0.041 -4.209 -6.652  0.1111
H 0.624 -2.954 -5.661  0.1041
C 6.771 1.055 -2.687  -0.6744
O 5.690 0.494 -2.540  -0.0054
N 7.011 2.286 -2.165  0.1638
N 7.803 0.486 -3.368  0.1622
H 7.885 2.772 -2.252  0.1094
H 6.264 2.725 -1.655  0.0937
H 7.651 -0.426 -3.758  0.1067
H 8.694 0.928 -3.495  0.1007
C -1.770 -6.556 -4.207  -0.6833
O -0.671 -6.817 -3.724  -0.0098
N -2.878 -7.319 -4.023  0.1618
N -1.991 -5.470 -4.999  0.1679
H -3.756 -7.049 -4.438  0.0484
H -2.798 -8.157 -3.477  0.0923
H -1.218 -4.865 -5.193  0.0399
H -2.889 -5.258 -5.396  0.0607
C 3.200 -0.508 2.984  -0.6710
O 2.626 -0.115 1.965  -0.0247
N 3.597 -1.807 3.151  0.1666
N 3.484 0.318 4.017  0.1693
H 4.061 -2.132 3.978  0.0997
H 3.419 -2.450 2.401  0.0722
H 3.214 1.285 3.943  0.0742
H 3.941 0.020 4.858  0.0994
C -4.645 -6.523 -7.061  -0.6689
O -4.931 -6.333 -5.871  -0.0436
N -4.931 -7.677 -7.699  0.1830
N -4.025 -5.565 -7.803  0.1820
H -4.704 -7.836 -8.662  0.1049
H -5.396 -8.410 -7.176  0.0637
H -3.794 -4.691 -7.358  0.0669
H -3.788 -5.688 -8.769  0.1086
C 3.390 -2.629 -8.477  -0.6860
O 3.015 -1.478 -8.598  0.0306
N 2.598 -3.596 -7.914  0.1456
N 4.624 -3.048 -8.884  0.1493
H 2.880 -4.551 -7.796  0.0942
H 1.686 -3.310 -7.612  0.0550
H 5.226 -2.362 -9.300  0.1049
H 4.950 -3.991 -8.793  0.0923
C -6.828 1.416 2.784  -0.6871
O -6.709 1.624 3.977  0.0291
N -7.281 0.219 2.292  0.1465
N -6.517 2.355 1.842  0.1628
H -7.394 0.026 1.315  0.0868
H -7.522 -0.489 2.960  0.1013
H -6.183 3.242 2.177  0.0590
H -6.602 2.206 0.855  0.0926
C -7.464 -3.331 -7.234  -0.6848
O -6.817 -2.852 -8.150  0.0190
N -7.109 -4.492 -6.615  0.1656
N -8.601 -2.733 -6.755  0.1386
H -7.623 -4.902 -5.860  0.0952
H -6.282 -4.956 -6.941  0.0493
H -8.888 -1.878 -7.193  0.0977
H -9.152 -3.107 -6.007  0.0856
C 6.634 3.047 1.519  -0.6518
O 6.712 3.928 0.667  -0.0092
N 6.521 3.332 2.848  0.1636
N 6.657 1.728 1.201  0.1801
H 6.458 2.629 3.559  0.0913
H 6.504 4.300 3.111  0.1018
H 6.745 1.492 0.227  0.0812
H 6.593 0.989 1.875  0.1004
C 9.704 6.394 -0.098  -0.6890
O 10.514 5.594 -0.538  0.0119
N 8.528 6.005 0.470  0.1486
N 9.920 7.747 -0.148  0.1399
H 7.847 6.643 0.832  0.0896
H 8.337 5.016 0.518  0.0575
H 10.777 8.059 -0.563  0.0990
H 9.272 8.425 0.204  0.0863
C 3.422 3.635 6.188  -0.6624
O 3.254 2.549 5.636  -0.0133
N 4.570 4.356 6.065  0.1685
N 2.481 4.215 6.970  0.1706
H 4.708 5.247 6.514  0.0821
H 5.299 3.971 5.497  0.0804
H 1.613 3.731 7.097  0.1051
H 2.629 5.104 7.420  0.0651
C 3.040 8.102 8.146  -0.6662
O 3.623 7.079 7.795  -0.0094
N 3.288 9.308 7.569  0.1613
N 2.108 8.113 9.135  0.1686
H 2.827 10.156 7.841  0.1029
H 3.972 9.337 6.836  0.1056
H 1.905 7.239 9.583  0.1002
H 1.620 8.942 9.435  0.0678
C -5.150 -10.432 -4.936  -0.6557
O -5.284 -9.929 -6.040  0.0164
N -4.839 -11.747 -4.768  0.1604
N -5.306 -9.708 -3.789  0.1592
H -4.724 -12.181 -3.872  0.0966
H -4.719 -12.300 -5.597  0.1079
H -5.542 -8.737 -3.890  0.0985
H -5.208 -10.095 -2.870  0.0970
C -0.117 9.797 11.946  -0.6740
O 0.194 10.114 10.806  0.0087
N 0.419 8.714 12.580  0.1554
N -1.024 10.509 12.670  0.1564
H 0.177 8.442 13.514  0.0975
H 1.098 8.174 12.079  0.0918
H -1.434 11.312 12.231  0.1077
H -1.296 10.273 13.605  0.0977

- lowest unoccupied orbital energy (eV) = -3.4
- orbital gap (eV) = 7.2
- total charge = +1
- largest force on an atom (eV Å⁻¹) = 1.781

=====

E_tot, respectively: -14940.9487; -118548.2057 eV.